(one)
Formula: C6H6N
Source: the OMol25 dataset
Level of theory: ωB97M-V/def2-TZVPD

Geometry (Å):
C: -1.57 0.43 0.11
C: -0.68 1.39 0.08
C: 0.84 0.58 -0.40
C: 2.21 0.45 0.07
N: 1.58 -0.56 0.62
C: 0.48 -0.86 -0.28
C: -0.95 -0.97 0.08
H: -2.50 0.72 0.37
H: -0.63 2.45 0.02
H: 3.15 0.96 0.07
H: 0.63 -1.56 -1.19
H: -1.11 -1.40 1.01
H: -1.46 -1.64 -0.55

Output
LUMO = -5.4 eV
SMILES = C1=C[C@@]23C=[N+]2[C@H]3C1
Charge = +1
HOMO level = -0.5562 Eh


(two)
Formula: C6H6N
Source: the OMol25 dataset
Level of theory: ωB97M-V/def2-TZVPD

Geometry (Å):
C: 1.20 -0.08 -0.26
C: 2.37 0.42 -0.16
C: -2.07 -0.10 0.27
C: 0.72 -0.82 0.82
C: -1.42 0.48 -1.02
C: -0.55 -0.41 0.58
N: -0.19 0.30 -0.62
H: 2.74 1.24 -0.82
H: 3.08 0.11 0.57
H: -2.76 0.52 0.82
H: -2.65 -1.03 0.22
H: 1.30 -1.40 1.69
H: -1.76 0.76 -2.08

Output
LUMO = -5.2 eV
Charge = +1
HOMO level = -0.5130 Eh


(three)
Formula: C6H6N
Source: the OMol25 dataset
Level of theory: ωB97M-V/def2-TZVPD

Geometry (Å):
C: 1.36 0.10 -0.02
C: 2.57 -0.47 -0.02
C: -2.31 0.05 0.00
C: 0.11 -0.55 0.18
C: -0.10 1.69 -0.08
C: -0.99 0.34 -0.08
N: 1.14 1.57 0.03
H: 3.43 0.06 -0.03
H: 2.76 -1.59 -0.10
H: -2.54 -1.00 0.19
H: -3.15 0.72 -0.15
H: -0.13 -1.52 0.41
H: -0.51 2.65 0.24

Output
LUMO = -7.5 eV
Charge = +1
HOMO level = -0.5543 Eh


Which of them is the most stable? Correct choice: (three).